# 1
A structure of composition C27H39N2O4PtS4SeTe, computed with ωB97M-V with the def2-TZVPD basis set.

Last column: Löwdin charge in e.
CARTESIAN COORDINATES (ANGSTROEM)
Pt: 0.508 -2.102 0.547  0.41
C: 2.412 -2.486 3.149  -0.45
C: 3.098 -3.470 2.221  -0.44
S: 2.652 -3.197 0.454  0.83
C: 2.146 -4.882 -0.018  -0.48
C: 0.964 -5.493 0.742  -0.48
S: -0.546 -4.504 0.590  0.87
C: -1.139 -4.285 2.300  -0.48
C: -0.108 -3.802 3.312  -0.42
S: 0.646 -2.197 2.825  0.87
H: 2.857 -1.495 3.057  0.09
H: 2.516 -2.783 4.194  0.10
H: 2.873 -4.503 2.479  0.08
H: 4.177 -3.342 2.305  0.09
H: 3.018 -5.529 0.092  0.09
H: 1.927 -4.809 -1.085  0.08
H: 1.206 -5.651 1.792  0.07
H: 0.763 -6.471 0.308  0.09
H: -1.602 -5.205 2.656  0.09
H: -1.922 -3.533 2.185  0.08
H: 0.686 -4.527 3.489  0.07
H: -0.611 -3.634 4.264  0.10
C: -2.850 1.967 -4.945  -0.09
C: -1.900 0.781 -4.834  -0.25
C: -2.285 -0.221 -3.749  -0.19
C: -2.173 0.293 -2.315  -0.13
N: -0.834 0.795 -2.009  0.01
C: 0.260 0.051 -1.790  -0.57
Se: 0.322 -1.837 -1.878  0.75
N: 1.294 0.849 -1.491  -0.01
C: 2.653 0.454 -1.159  -0.15
C: 3.619 0.751 -2.303  -0.17
C: 3.442 -0.174 -3.504  -0.25
C: 3.961 -1.584 -3.250  -0.11
C: 0.843 2.155 -1.447  -0.14
C: 1.498 3.341 -1.134  0.01
C: 0.738 4.491 -1.161  -0.06
C: -0.626 4.461 -1.479  -0.06
C: -1.274 3.284 -1.787  0.01
C: -0.511 2.123 -1.774  -0.14
H: -2.610 2.582 -5.812  0.08
H: -2.803 2.615 -4.071  0.05
H: -3.882 1.628 -5.055  0.08
H: -0.877 1.135 -4.663  0.10
H: -1.878 0.253 -5.790  0.11
H: -1.674 -1.122 -3.842  0.07
H: -3.322 -0.536 -3.894  0.12
H: -2.399 -0.480 -1.586  0.10
H: -2.854 1.122 -2.131  0.13
H: 2.634 -0.604 -0.904  0.05
H: 2.924 1.002 -0.254  0.14
H: 4.637 0.661 -1.914  0.12
H: 3.495 1.793 -2.608  0.11
H: 3.967 0.257 -4.358  0.11
H: 2.384 -0.213 -3.784  0.09
H: 5.014 -1.565 -2.965  0.08
H: 3.868 -2.204 -4.141  0.08
H: 3.402 -2.077 -2.451  0.02
H: 2.548 3.364 -0.879  0.12
H: 1.202 5.440 -0.926  0.11
H: -1.185 5.386 -1.476  0.11
H: -2.332 3.270 -1.999  0.11
Te: -0.478 2.027 3.382  1.53
C: -2.126 2.905 4.310  -0.55
C: -2.148 3.031 5.698  -0.15
C: -3.158 3.763 6.304  -0.08
C: -4.156 4.336 5.531  -0.07
C: -4.159 4.175 4.150  -0.07
C: -3.143 3.463 3.536  -0.13
H: -1.381 2.560 6.297  0.09
H: -3.172 3.874 7.380  0.11
H: -4.940 4.911 6.006  0.11
H: -4.950 4.611 3.555  0.11
H: -3.131 3.336 2.461  0.09
O: -1.454 0.147 2.906  -0.59
S: -1.238 0.233 1.386  0.13
O: -1.827 1.483 0.968  -0.39
O: 0.240 0.266 1.175  -0.53
O: -1.731 -0.907 0.607  -0.39

Computed properties:
HOMO-LUMO gap ... 6.42 eV
Charge ... +1
ΔE to the lowest compared entry with this formula, charge and spin ... 175.5 kJ/mol

# 2
A cluster of 2 separate species, H2S4 in total, computed with ωB97M-V with the def2-TZVPD basis set.

Last column: Löwdin charge in e.
CARTESIAN COORDINATES (ANGSTROEM)
S: 0.394 0.143 -1.670  0.19
S: -0.306 -1.132 1.024  0.22
S: 0.552 1.974 -0.824  0.03
S: -0.545 0.643 1.967  0.05
H: 1.443 -0.457 -1.294  -0.24
H: -1.538 -1.172 0.797  -0.25

Computed properties:
HOMO-LUMO gap (alpha / beta) ... 8.19 / 6.32 eV
Expectation value of S² ... 2.01
ΔE to the lowest compared entry with this formula, charge and spin ... 1.9 kJ/mol
Spin multiplicity ... 3

# 3
A cluster of 2 separate species, C5H8O2 in total, computed with ωB97M-V with the def2-TZVPD basis set.

Last column: Löwdin charge in e.
CARTESIAN COORDINATES (ANGSTROEM)
C: -0.695 1.300 -0.275  -0.01
C: -0.331 -0.123 0.045  -0.58
C: -1.356 -0.946 0.757  -0.01
C: 0.652 -0.799 -0.788  -0.12
C: 2.742 0.875 -0.142  0.03
O: 3.505 0.698 0.686  0.06
O: 0.978 -0.354 0.539  -0.12
H: 0.137 1.831 -0.746  0.08
H: -1.546 1.289 -0.964  0.09
H: -0.986 1.817 0.644  0.09
H: -0.939 -1.931 0.986  0.09
H: -1.645 -0.465 1.696  0.09
H: -2.229 -1.053 0.112  0.09
H: 0.617 -1.874 -0.920  0.12
H: 1.093 -0.265 -1.632  0.10

Computed properties:
HOMO-LUMO gap ... 11.22 eV
ΔE to the lowest compared entry with this formula, charge and spin ... 171.5 kJ/mol

# 4
A cluster of 7 separate species, C8H29N8O7 in total, computed with ωB97M-V with the def2-TZVPD basis set.

Last column: Löwdin charge in e.
CARTESIAN COORDINATES (ANGSTROEM)
O: -12.418 -5.348 12.440  -0.56
H: -11.918 -4.586 12.793  -0.18
C: -15.976 -7.849 10.739  -0.79
O: -16.792 -8.595 10.217  0.01
N: -15.287 -6.916 10.137  0.16
N: -15.592 -7.885 11.984  0.16
H: -14.787 -6.318 10.780  0.09
H: -15.644 -6.732 9.210  0.12
H: -14.825 -7.258 12.178  0.09
H: -15.955 -8.496 12.702  0.12
C: -9.626 -6.699 9.278  -0.83
O: -8.719 -6.776 8.465  0.00
N: -10.684 -7.388 9.304  0.17
N: -9.597 -5.922 10.326  0.16
H: -11.235 -7.217 10.134  0.10
H: -11.113 -7.818 8.498  0.13
H: -8.834 -5.291 10.525  0.12
H: -10.465 -5.934 10.842  0.06
C: -9.866 -9.904 14.137  -0.79
O: -9.625 -10.604 15.075  0.05
N: -11.015 -9.337 13.903  0.16
N: -9.115 -9.714 13.056  0.15
H: -11.777 -9.493 14.547  0.12
H: -11.014 -8.578 13.237  0.10
H: -8.165 -10.034 12.934  0.11
H: -9.372 -8.893 12.526  0.09
C: -14.811 -3.853 16.563  -0.81
O: -15.855 -3.690 17.186  0.00
N: -13.689 -3.340 16.876  0.18
N: -14.886 -4.476 15.404  0.16
H: -13.845 -2.945 17.793  0.13
H: -12.924 -3.876 16.493  0.12
H: -14.107 -4.559 14.766  0.08
H: -15.747 -4.607 14.893  0.11
C: -13.515 -0.484 11.436  -0.09
C: -13.934 -1.658 10.518  -0.31
O: -12.742 -2.319 10.134  -0.10
H: -12.765 -0.790 12.165  0.06
H: -14.318 -0.174 12.104  0.06
H: -13.035 0.337 10.903  0.07
H: -14.440 -1.285 9.628  0.10
H: -14.595 -2.381 10.997  0.11
H: -12.725 -3.094 10.701  0.05
C: -7.627 -5.331 15.619  -0.09
C: -8.856 -4.477 15.232  -0.27
O: -10.076 -5.275 15.420  -0.11
H: -7.088 -5.679 14.738  0.06
H: -7.625 -6.192 16.288  0.07
H: -6.936 -4.629 16.087  0.06
H: -8.848 -4.089 14.213  0.11
H: -8.952 -3.576 15.838  0.09
H: -10.507 -5.209 14.565  0.03

Computed properties:
HOMO-LUMO gap ... 7.95 eV
Charge ... -1
ΔE to the lowest compared entry with this formula, charge and spin ... 374.6 kJ/mol

# 5
A structure of composition C4H6N3O2, computed with ωB97M-V with the def2-TZVPD basis set.

Last column: Löwdin charge in e.
CARTESIAN COORDINATES (ANGSTROEM)
C: -1.056 -0.436 -3.792  0.09
C: 0.477 0.353 2.698  -0.28
C: -0.360 0.383 0.572  -0.37
C: 1.527 -0.597 1.416  0.02
N: -1.041 -0.045 -2.724  0.12
N: -1.221 0.896 -0.260  0.22
N: 0.700 -0.404 0.295  0.07
O: 0.682 0.539 3.798  0.26
O: -0.423 0.879 1.812  0.17
H: -1.086 -0.739 -4.823  0.10
H: 1.725 -1.727 1.579  0.15
H: 2.470 -0.125 1.333  0.09
H: -1.086 0.443 -1.331  0.06
H: -1.870 1.635 -0.115  0.14
H: 0.563 -1.056 -0.459  0.16

Computed properties:
HOMO-LUMO gap ... 11.26 eV
Charge ... +1
ΔE to the lowest compared entry with this formula, charge and spin ... 252.0 kJ/mol

# 6
A structure of composition C20H35N4NiOSSeSi4, computed with ωB97M-V with the def2-TZVPD basis set.

Last column: Löwdin charge in e.
CARTESIAN COORDINATES (ANGSTROEM)
Ni: -0.289 0.017 0.881  -0.01
O: -1.451 0.818 -1.398  -0.12
N: -1.328 2.095 -1.277  -0.23
C: -1.612 2.712 -0.099  -0.05
C: -1.428 4.069 0.050  -0.05
C: -0.944 4.832 -1.001  -0.09
C: -0.655 4.190 -2.192  -0.07
C: -0.850 2.830 -2.305  -0.02
H: -1.955 2.055 0.674  0.09
H: -1.658 4.512 1.010  0.11
H: -0.787 5.898 -0.892  0.10
H: -0.264 4.732 -3.043  0.10
H: -0.629 2.251 -3.188  0.13
C: -2.000 -3.431 -1.311  -0.24
Si: -0.124 -3.135 -1.444  0.35
C: 0.120 -2.278 -3.120  -0.23
C: 0.593 -4.890 -1.588  -0.23
Si: 0.871 -1.834 0.240  0.40
Si: 3.010 -1.549 -0.665  0.32
C: 3.727 -3.094 -1.518  -0.23
C: 3.024 -0.193 -1.990  -0.23
C: 4.303 -1.094 0.647  -0.23
Si: 1.180 -3.167 2.138  0.33
C: 1.963 -2.119 3.509  -0.22
C: 2.286 -4.696 1.907  -0.23
C: -0.472 -3.793 2.835  -0.22
H: -2.307 -4.128 -2.102  0.02
H: -2.559 -2.498 -1.454  0.02
H: -2.286 -3.879 -0.351  0.01
H: -0.541 -2.708 -3.883  0.02
H: 1.155 -2.380 -3.474  0.01
H: -0.111 -1.207 -3.027  0.02
H: 0.123 -5.420 -2.432  0.02
H: 0.379 -5.465 -0.675  0.01
H: 1.680 -4.892 -1.738  0.00
H: 3.165 -3.363 -2.421  0.01
H: 3.731 -3.962 -0.847  0.01
H: 4.766 -2.894 -1.816  0.02
H: 2.587 -0.560 -2.929  0.01
H: 4.048 0.142 -2.200  0.02
H: 2.444 0.673 -1.657  -0.02
H: 4.443 -1.923 1.357  0.01
H: 4.020 -0.195 1.210  -0.01
H: 5.271 -0.907 0.162  0.02
H: 3.004 -1.858 3.271  0.01
H: 1.954 -2.650 4.471  0.02
H: 1.407 -1.182 3.628  0.02
H: 3.297 -4.405 1.595  0.01
H: 1.885 -5.376 1.144  0.01
H: 2.369 -5.254 2.853  0.02
H: -1.079 -2.955 3.206  0.01
H: -0.304 -4.487 3.669  0.02
H: -1.060 -4.321 2.073  0.02
S: 2.209 2.150 0.757  0.56
C: 0.984 1.147 0.773  -0.79
Se: -1.979 1.575 4.989  1.03
N: -3.291 0.365 5.023  -0.27
C: -3.189 -0.300 3.902  -0.43
C: -4.057 -1.368 3.513  -0.05
C: -3.839 -1.936 2.299  -0.08
C: -2.782 -1.510 1.452  -0.14
N: -1.926 -0.543 1.756  0.01
C: -2.118 0.091 2.985  -0.43
N: -1.360 1.098 3.388  -0.24
H: -4.853 -1.691 4.169  0.10
H: -4.475 -2.743 1.953  0.10
H: -2.625 -1.984 0.492  0.06

Computed properties:
HOMO-LUMO gap (alpha / beta) ... 3.77 / 3.77 eV
Charge ... -1

# 7
An isolated molecule of C8H6F3NOS, computed with ωB97M-V with the def2-TZVPD basis set.

Last column: Löwdin charge in e.
CARTESIAN COORDINATES (ANGSTROEM)
C: 1.625 2.574 -0.522  -0.21
C: 0.592 3.317 -0.002  -0.44
C: 0.150 0.988 -0.087  -0.48
C: -0.295 -1.218 1.395  -0.33
C: 0.468 -2.408 0.874  -0.01
C: 0.533 -1.631 -0.488  -0.08
C: -0.412 -0.542 -0.062  -0.17
C: -1.899 -0.537 -0.557  -0.58
N: 1.343 1.214 -0.486  0.04
O: -0.533 -0.758 2.439  0.18
F: -1.986 0.074 -1.711  0.17
F: -2.389 -1.810 -0.725  0.12
F: -2.765 0.038 0.301  0.13
S: -0.794 2.395 0.398  1.06
H: 2.529 3.116 -0.950  0.13
H: 0.728 4.423 0.118  0.08
H: 1.435 -2.619 1.211  0.10
H: -0.059 -3.330 0.803  0.11
H: 1.443 -1.204 -0.598  0.07
H: 0.286 -2.083 -1.352  0.09

Computed properties:
SMILES string ... O=C1CC[C@@]1(c1nccs1)C(F)(F)F
HOMO-LUMO gap ... 9.97 eV
ΔE to the lowest compared entry with this formula, charge and spin ... 0.0 kJ/mol

# 8
A cluster of 2 separate species, H4OS in total, computed with ωB97M-V with the def2-TZVPD basis set.

Last column: Löwdin charge in e.
CARTESIAN COORDINATES (ANGSTROEM)
O: 1.504 0.714 1.577  -0.09
H: 1.874 0.620 2.484  0.05
H: 2.270 0.991 1.024  0.05
S: -2.220 -0.433 -2.091  0.45
H: -2.031 -1.756 -1.926  -0.22
H: -1.397 -0.135 -1.068  -0.23

Computed properties:
SMILES string ... O.S
HOMO-LUMO gap ... 10.43 eV
ΔE to the lowest compared entry with this formula, charge and spin ... 9.6 kJ/mol

Calculated total energy (eV), listed in the same order as above: -159024.7831 -43371.1267 -9408.0548 -35021.5299 -12802.1018 -178050.6447 -30917.2298 -12947.3790